Record 1
The following is a DFT calculation (ωB97M-V/def2-TZVPD) of a structure of composition C48H45IIrN5O5S2 in a non-equilibrium geometry.

CARTESIAN COORDINATES (ANGSTROEM)
Ir  0.097  -0.248  0.257
O  -0.753  -1.420  4.131
C  -0.410  -1.677  2.986
O  -0.816  -1.000  1.962
C  0.490  -2.868  2.738
C  0.929  -3.582  3.849
C  1.858  -4.603  3.736
C  2.383  -4.899  2.486
C  1.940  -4.211  1.368
C  0.967  -3.211  1.469
S  0.387  -2.583  -0.068
H  0.518  -3.299  4.810
H  2.183  -5.147  4.614
H  3.143  -5.664  2.377
H  2.347  -4.433  0.390
C  -2.799  2.977  3.516
C  -2.770  4.380  2.964
C  -3.692  5.310  3.443
C  -3.699  6.632  3.035
C  -2.755  7.063  2.113
C  -1.835  6.163  1.609
C  -1.830  4.828  2.018
N  -0.800  4.008  1.511
C  -0.925  2.711  1.037
N  -2.179  2.394  0.693
C  -2.688  1.185  0.207
C  -1.912  0.071  -0.021
C  -2.545  -1.082  -0.491
C  -3.903  -1.113  -0.741
C  -4.662  0.029  -0.532
C  -4.070  1.184  -0.061
C  -4.893  2.433  0.133
N  0.102  1.928  0.921
C  1.334  2.527  1.331
C  2.088  3.214  0.384
C  3.266  3.847  0.749
C  3.683  3.807  2.072
C  2.914  3.144  3.016
C  1.734  2.491  2.671
C  0.897  1.811  3.719
H  -3.120  2.998  4.557
H  -1.829  2.489  3.469
H  -3.497  2.337  2.973
H  -4.405  4.980  4.191
H  -4.424  7.324  3.443
H  -2.735  8.094  1.785
H  -1.096  6.485  0.886
H  0.091  4.444  1.338
H  -2.839  3.148  0.772
H  -1.957  -1.967  -0.674
H  -4.365  -2.019  -1.112
H  -5.726  0.027  -0.739
H  -5.928  2.240  -0.146
H  -4.536  3.257  -0.493
H  -4.898  2.779  1.172
H  1.726  3.245  -0.637
H  3.856  4.364  0.001
H  4.601  4.299  2.370
H  3.227  3.136  4.054
H  1.524  1.444  4.531
H  0.335  0.970  3.311
H  0.187  2.521  4.150
C  4.615  0.793  -3.544
C  4.252  1.838  -2.495
N  4.485  1.398  -1.127
C  5.794  1.680  -0.534
C  6.683  0.447  -0.416
C  3.533  0.777  -0.383
S  2.091  0.322  -1.220
N  3.891  0.567  0.882
C  3.099  -0.057  1.760
O  2.000  -0.600  1.536
C  3.695  -0.173  3.138
C  4.954  0.351  3.419
C  5.480  0.256  4.698
C  4.753  -0.368  5.706
C  3.503  -0.901  5.426
C  2.977  -0.803  4.146
H  4.392  1.175  -4.542
H  4.030  -0.113  -3.385
H  5.676  0.540  -3.499
H  3.199  2.099  -2.596
H  4.845  2.742  -2.650
H  5.639  2.118  0.451
H  6.275  2.423  -1.173
H  6.206  -0.288  0.231
H  7.651  0.716  0.013
H  6.850  -0.007  -1.394
H  5.501  0.837  2.623
H  6.459  0.667  4.913
H  5.164  -0.438  6.706
H  2.929  -1.393  6.203
H  2.002  -1.203  3.922
I  -1.095  -2.832  -8.441
C  -1.026  -1.897  -6.563
C  -0.127  -2.354  -5.611
C  -0.083  -1.724  -4.374
C  -0.918  -0.647  -4.101
C  -1.809  -0.206  -5.069
C  -1.874  -0.830  -6.308
C  -0.877  0.056  -2.758
O  -1.440  1.134  -2.630
O  -0.203  -0.599  -1.882
H  0.524  -3.191  -5.824
H  0.596  -2.064  -3.603
H  -2.450  0.634  -4.836
H  -2.572  -0.490  -7.060

Results
- Net charge: -1
- Multiplicity: 2
- Calculated total energy: -100809.601 eV
- <S²>: 0.7581
- ΔE to the lowest compared entry with this formula, charge and spin: 1.9400 eV
- HOMO-LUMO gap (spin up / spin down): 6.752 / 6.791 eV

Record 2
The following is a DFT calculation (ωB97M-V/def2-TZVPD) of a cluster of 2 separate species, C7H14 in total in a non-equilibrium geometry.

CARTESIAN COORDINATES (ANGSTROEM)
C  -1.131  -0.519  1.584
C  -0.895  0.625  0.603
C  -0.611  0.175  -0.817
C  -1.758  -0.542  -1.473
C  0.331  0.941  -1.644
C  0.747  -0.270  -1.206
H  -1.273  -0.138  2.599
H  -2.016  -1.107  1.328
H  -0.282  -1.211  1.603
H  -1.766  1.292  0.590
H  -0.060  1.242  0.942
H  -2.623  0.120  -1.546
H  -2.062  -1.432  -0.912
H  -1.498  -0.844  -2.488
H  0.472  1.512  -2.519
H  1.309  -1.143  -1.455
C  2.631  0.188  1.000
H  2.117  0.643  -0.051
H  2.034  -0.478  1.616
H  2.728  1.172  1.468
H  3.604  -0.226  0.776

Results
- Net charge: 0
- SMILES: CCC1(C)C=C1.C
- Multiplicity: 1
- Calculated total energy: -7482.406 eV
- ΔE to the lowest compared entry with this formula, charge and spin: 3.8881 eV
- HOMO-LUMO gap: 9.833 eV

Record 3
The following is a DFT calculation (ωB97M-V/def2-TZVPD) of the ion C3H11N2 with charge +1 in a non-equilibrium geometry.

CARTESIAN COORDINATES (ANGSTROEM)
C  -0.492  -1.337  -0.835
C  -0.300  0.101  -0.420
N  -1.666  0.601  0.101
C  0.639  0.334  0.760
N  2.023  0.398  0.384
H  -0.484  -2.016  0.015
H  0.370  -1.648  -1.428
H  -1.350  -1.510  -1.482
H  -0.032  0.777  -1.224
H  -1.735  1.622  0.095
H  -1.759  0.272  1.065
H  -2.438  0.210  -0.438
H  0.377  1.350  1.083
H  0.392  -0.294  1.620
H  2.678  0.109  1.090
H  2.274  0.037  -0.524

Results
- Net charge: +1
- SMILES: C[C@@H]([NH3+])CN
- Multiplicity: 1
- Calculated total energy: -6262.808 eV
- ΔE to the lowest compared entry with this formula, charge and spin: 0.7731 eV
- HOMO-LUMO gap: 9.538 eV

Record 4
The following is a DFT calculation (ωB97M-V/def2-TZVPD) of the ion C3H3N2O with charge +1 in a non-equilibrium geometry.

CARTESIAN COORDINATES (ANGSTROEM)
N  2.121  0.357  -0.308
C  0.967  0.018  0.123
C  -0.262  -0.282  0.479
N  -1.365  0.296  -0.009
C  -2.536  -0.046  -0.139
O  -3.675  -0.146  -0.152
H  2.652  -0.237  -0.982
H  2.524  1.183  -0.092
H  -0.425  -1.142  1.080

Results
- Net charge: +1
- SMILES: [NH2+]=C=C[N+]#C[O-]
- Multiplicity: 1
- Calculated total energy: -8177.597 eV
- ΔE to the lowest compared entry with this formula, charge and spin: 1.3126 eV
- HOMO-LUMO gap: 9.296 eV

Record 5
The following is a DFT calculation (ωB97M-V/def2-TZVPD) of a structure of composition C17H41BrIN2O6P2ReSbSi3.

CARTESIAN COORDINATES (ANGSTROEM)
Re  0.368  -0.171  -0.054
N  -1.266  4.243  0.414
C  -1.363  2.946  1.197
C  -2.413  3.050  2.293
P  0.405  2.619  1.765
O  0.404  2.965  3.314
O  1.232  3.531  0.939
O  0.598  1.121  1.678
P  -1.728  1.588  0.022
O  -2.976  2.169  -0.735
O  -1.871  0.280  0.753
O  -0.505  1.488  -0.925
H  -1.404  5.046  1.031
H  -1.957  4.298  -0.339
H  -0.294  4.302  0.051
H  -2.156  3.839  3.001
H  -2.456  2.114  2.848
H  -3.402  3.245  1.877
H  0.883  3.772  3.538
H  -3.520  1.540  -1.233
Br  0.027  -5.758  3.661
C  0.204  -4.217  2.628
C  0.799  -4.280  1.372
C  0.909  -3.125  0.636
N  0.475  -1.934  1.087
C  -0.113  -1.884  2.302
C  -0.263  -2.996  3.097
H  1.163  -5.215  0.972
H  1.356  -3.134  -0.347
H  -0.477  -0.917  2.621
H  -0.739  -2.912  4.062
I  -1.805  -1.830  -1.919
C  0.241  -1.127  -1.915
H  0.839  -2.008  -2.129
H  0.314  -0.444  -2.761
C  4.195  -3.350  -0.076
Si  4.360  -1.925  -1.294
C  6.145  -1.380  -1.457
C  3.609  -2.293  -2.972
Sb  3.104  0.087  -0.244
Si  3.625  2.122  -1.808
C  2.042  2.586  -2.656
C  4.875  1.490  -3.027
C  4.297  3.470  -0.729
Si  4.094  0.264  2.152
C  3.051  -0.807  3.255
C  4.103  2.027  2.724
C  5.817  -0.407  1.973
H  3.647  -4.185  -0.518
H  3.700  -3.078  0.855
H  5.191  -3.719  0.177
H  6.797  -2.203  -1.155
H  6.405  -0.517  -0.845
H  6.377  -1.136  -2.493
H  3.262  -3.327  -3.026
H  4.375  -2.167  -3.740
H  2.776  -1.643  -3.240
H  1.719  1.820  -3.364
H  2.228  3.500  -3.228
H  1.234  2.774  -1.953
H  4.502  0.626  -3.581
H  5.822  1.224  -2.559
H  5.077  2.285  -3.751
H  3.552  3.784  0.003
H  4.552  4.330  -1.354
H  5.207  3.162  -0.210
H  2.029  -0.435  3.299
H  3.462  -0.771  4.268
H  3.043  -1.852  2.939
H  3.108  2.341  3.034
H  4.469  2.724  1.970
H  4.761  2.092  3.596
H  5.831  -1.413  1.551
H  6.271  -0.459  2.967
H  6.447  0.238  1.360

Results
- Net charge: +2
- Multiplicity: 4
- Calculated total energy: -162576.677 eV
- <S²>: 3.7927
- ΔE to the lowest compared entry with this formula, charge and spin: 0.1177 eV
- HOMO-LUMO gap (spin up / spin down): 8.053 / 7.487 eV

Record 6
The following is a DFT calculation (ωB97M-V/def2-TZVPD) of a structure of composition C8H16NdO4 in a non-equilibrium geometry.

CARTESIAN COORDINATES (ANGSTROEM)
C  -2.412  1.331  1.448
H  -2.813  1.669  0.489
H  -3.086  0.978  2.226
O  1.897  1.957  -0.858
C  1.671  3.066  -0.056
C  0.903  2.695  1.208
O  -0.218  1.882  0.782
C  -1.124  1.511  1.746
Nd  0.586  0.431  -1.059
H  1.093  3.844  -0.595
H  2.613  3.543  0.277
H  0.521  3.579  1.736
H  1.517  2.087  1.889
H  -0.683  1.315  2.726
C  -2.429  -0.593  -1.788
O  -1.182  -1.068  -1.460
C  -1.140  -2.348  -0.798
C  0.288  -2.828  -0.814
O  1.101  -1.744  -0.372
C  2.452  -2.095  -0.079
H  -3.172  -0.773  -1.013
H  -1.786  -3.055  -1.332
H  -1.502  -2.209  0.230
H  0.605  -3.137  -1.821
H  0.392  -3.681  -0.129
H  2.977  -1.172  0.186
H  2.471  -2.793  0.767
H  2.920  -2.554  -0.961
H  -2.460  0.161  -2.573

Results
- Net charge: +2
- Multiplicity: 5
- Calculated total energy: -32004.094 eV
- <S²>: 6.0067
- HOMO-LUMO gap (spin up / spin down): 8.250 / 8.789 eV